[1]
A 5-piece molecular cluster, C44H55ClFNPS overall. Source: the OMol25 dataset; level of theory: ωB97M-V/def2-TZVPD.

Last column: Mulliken charge in e.
Positions of all 104 atoms, in Å:
C: -2.6330 7.0846 -1.0044  -1.01
C: -3.5606 6.1385 -1.7849  -0.42
S: -2.6896 4.6483 -2.3364  -0.09
C: -3.3226 3.2304 -1.3849  -1.29
C: -2.4387 2.6641 -0.2658  0.86
P: -2.9380 3.2232 1.4899  0.18
C: -3.5998 4.9365 1.4188  -1.29
C: -1.4295 3.4039 2.5305  0.18
C: -1.8881 3.5686 3.9876  -1.49
C: -2.7546 1.0900 -0.2065  -0.65
C: -4.0313 0.5563 0.4523  -1.85
C: -3.8294 -0.0841 1.8139  0.93
C: -5.1386 -0.1476 2.5939  -1.47
F: -3.3958 -1.3934 1.5780  -0.38
C: -1.4876 0.4706 0.1827  -0.74
N: -0.4745 1.2198 -0.0264  0.60
C: 0.9048 0.7460 0.1990  -1.44
C: 1.6389 1.1686 1.4474  1.05
C: 1.6144 2.4284 2.0288  0.38
C: 2.3749 2.7284 3.1592  -1.15
C: 3.2008 1.7571 3.7200  -0.52
C: 3.2277 0.4912 3.1490  -0.88
C: 2.4568 0.1948 2.0260  -0.76
C: -0.9516 2.4827 -0.6296  -0.37
Cl: 0.1545 3.8458 -0.6261  -0.03
H: -3.1775 7.6869 -0.2841  0.33
H: -1.9084 6.4875 -0.4571  0.15
H: -2.0633 7.7102 -1.6809  0.38
H: -4.4781 5.9143 -1.2523  0.34
H: -3.8607 6.6534 -2.6922  0.46
H: -4.2650 3.5335 -0.9349  0.57
H: -3.5617 2.4706 -2.1227  0.44
H: -4.3959 5.0136 0.6918  0.43
H: -2.8191 5.6749 1.2707  0.25
H: -4.0158 5.1067 2.4083  0.50
H: -0.7831 4.2077 2.1911  0.55
H: -0.9235 2.4461 2.4551  -0.27
H: -1.1536 3.1294 4.6546  0.43
H: -2.8049 2.9985 4.1363  0.33
H: -2.0825 4.5983 4.2639  0.37
H: -2.8552 0.7650 -1.2566  0.58
H: -4.8011 1.3156 0.4786  0.47
H: -4.4265 -0.2285 -0.1919  0.59
H: -3.0676 0.4404 2.3892  0.15
H: -5.1844 0.6711 3.3051  0.30
H: -5.9679 -0.0158 1.9036  0.37
H: -5.2590 -1.1111 3.0726  0.41
H: -1.4363 -0.5426 0.5595  0.91
H: 0.8352 -0.3362 0.2128  0.36
H: 1.5029 0.9882 -0.6788  0.42
H: 1.0215 3.2173 1.6008  0.04
H: 2.3486 3.7162 3.5897  0.61
H: 3.8008 2.0210 4.5756  0.46
H: 3.8790 -0.2511 3.5825  0.42
H: 2.5325 -0.8030 1.6139  0.57
H: -0.9949 2.2340 -1.6977  0.66
C: 5.1066 5.0264 2.5076  -0.21
C: 6.1660 5.9207 2.5717  -0.53
C: 6.7517 6.3868 1.4032  -0.44
C: 6.2739 5.9643 0.1705  -0.40
C: 5.2128 5.0724 0.1068  -0.62
C: 4.6302 4.6003 1.2754  0.29
H: 4.6536 4.6612 3.4208  0.24
H: 6.5359 6.2541 3.5325  0.37
H: 7.5814 7.0795 1.4532  0.37
H: 6.7291 6.3306 -0.7403  0.37
H: 4.8401 4.7441 -0.8554  0.37
H: 3.8071 3.9006 1.2243  0.17
C: 1.4936 -2.8766 -1.6013  -0.58
C: 0.1465 -2.5435 -1.6626  -0.14
C: -0.8164 -3.5350 -1.7847  -0.79
C: -0.4301 -4.8664 -1.8377  -0.49
C: 0.9152 -5.2026 -1.7739  -0.57
C: 1.8778 -4.2082 -1.6594  -0.48
H: 2.2448 -2.1005 -1.5109  0.46
H: -0.1571 -1.5017 -1.6190  0.65
H: -1.8659 -3.2738 -1.8399  0.43
H: -1.1790 -5.6413 -1.9305  0.56
H: 1.2156 -6.2417 -1.8139  0.55
H: 2.9263 -4.4725 -1.6149  0.47
C: 4.7455 -6.8046 1.4051  -0.46
C: 3.4004 -6.4671 1.3453  -0.28
C: 2.4393 -7.4613 1.2222  -0.42
C: 2.8233 -8.7940 1.1668  -0.41
C: 4.1682 -9.1314 1.2297  -0.39
C: 5.1293 -8.1371 1.3454  -0.35
H: 5.4954 -6.0295 1.4989  0.36
H: 3.1001 -5.4275 1.3944  0.45
H: 1.3902 -7.1976 1.1700  0.42
H: 2.0743 -9.5698 1.0752  0.36
H: 4.4674 -10.1705 1.1883  0.36
H: 6.1779 -8.4007 1.3901  0.37
C: -3.3543 -6.5377 -6.3409  -0.35
C: -3.3879 -5.1925 -6.6802  -0.38
C: -2.4289 -4.3245 -6.1755  -0.49
C: -1.4322 -4.8035 -5.3365  -0.29
C: -1.3977 -6.1497 -5.0002  -0.32
C: -2.3597 -7.0166 -5.4991  -0.52
H: -4.1027 -7.2137 -6.7334  0.37
H: -4.1613 -4.8204 -7.3396  0.37
H: -2.4577 -3.2746 -6.4382  0.37
H: -0.6807 -4.1288 -4.9452  0.43
H: -0.6181 -6.5238 -4.3489  0.45
H: -2.3341 -8.0655 -5.2334  0.37

As for the charge: +1. The gap between HOMO and LUMO comes out at 7.141 eV. The LUMO energy is -3.670 eV. Its total energy is -3063.682491 Eh.

***

[2]
C44H55GeN3O6Ti as an isolated structure. Source: the OMol25 dataset; level of theory: ωB97M-V/def2-TZVPD.

Last column: Mulliken charge in e.
Positions of all 110 atoms, in Å:
Ti: -0.1918 -0.4509 0.7873  -1.21
C: 0.4693 4.0988 0.3409  -1.36
C: -1.0092 3.9379 0.0562  0.58
O: -1.1524 3.2750 -1.1827  -0.30
C: -2.4662 2.7734 -1.3615  0.73
C: -2.4830 1.8000 -2.5247  -1.46
O: -1.5166 0.7819 -2.3741  -0.02
C: -0.2554 1.0476 -2.9409  -0.72
C: 0.7195 0.0657 -2.3544  -0.34
O: 1.0239 0.2754 -0.9548  0.09
C: 2.2057 1.0581 -0.7411  -0.55
C: 1.9515 2.5428 -0.6925  -0.70
O: 1.1061 2.8307 0.4001  -0.13
H: 0.6064 4.5904 1.3074  0.38
H: 0.9292 4.7252 -0.4291  0.58
H: -1.4993 4.9216 0.0303  0.42
H: -1.4725 3.3369 0.8440  -0.50
H: -3.1653 3.5984 -1.5575  0.46
H: -2.7845 2.2491 -0.4531  -0.54
H: -2.3540 2.3189 -3.4811  0.45
H: -3.4529 1.2982 -2.5300  0.38
H: 0.0360 2.0820 -2.7652  0.34
H: -0.2829 0.8714 -4.0259  0.44
H: 1.6574 0.1123 -2.9119  0.54
H: 0.3474 -0.9531 -2.4400  -0.16
H: 2.9128 0.8426 -1.5456  0.51
H: 2.6319 0.7172 0.1992  0.07
H: 1.5075 2.8997 -1.6259  0.33
H: 2.9256 3.0372 -0.5690  0.41
C: 1.1721 -0.1828 1.9480  -0.10
Ge: 2.1626 -1.2719 3.1558  1.81
C: 3.9192 -0.4473 3.4495  -0.33
C: 4.0605 0.9400 3.4143  -0.09
C: 5.2918 1.5409 3.6415  -0.79
C: 6.4068 0.7571 3.9038  -0.49
C: 6.2843 -0.6249 3.9381  -0.75
C: 5.0495 -1.2191 3.7130  -0.48
C: 2.4422 -3.0744 2.4447  0.21
C: 2.4334 -4.1903 3.2816  -0.51
C: 2.6521 -5.4658 2.7731  -0.55
C: 2.8870 -5.6421 1.4166  -0.69
C: 2.9125 -4.5396 0.5720  -0.47
C: 2.6941 -3.2691 1.0865  -0.44
C: 1.3128 -1.4683 4.9122  -0.10
C: 0.1723 -2.2576 5.0656  -0.14
C: -0.4554 -2.3746 6.2973  -0.46
C: 0.0465 -1.6936 7.3989  -0.65
C: 1.1760 -0.9006 7.2620  -0.67
C: 1.8046 -0.7924 6.0270  -0.55
H: 1.3884 0.8919 1.9190  1.21
H: 3.1976 1.5654 3.2071  0.32
H: 5.3814 2.6200 3.6138  0.42
H: 7.3689 1.2217 4.0792  0.37
H: 7.1525 -1.2405 4.1384  0.39
H: 4.9683 -2.3009 3.7360  0.34
H: 2.2481 -4.0651 4.3430  0.36
H: 2.6423 -6.3215 3.4378  0.42
H: 3.0564 -6.6349 1.0181  0.41
H: 3.0949 -4.6696 -0.4877  0.47
H: 2.7037 -2.4168 0.4147  0.17
H: -0.2414 -2.7699 4.2033  0.17
H: -1.3423 -2.9886 6.3979  0.45
H: -0.4435 -1.7801 8.3607  0.37
H: 1.5704 -0.3669 8.1178  0.42
H: 2.6926 -0.1762 5.9344  0.40
C: -1.1495 -4.8136 2.2553  -0.89
N: -0.7390 -4.3810 0.9256  0.41
C: -0.5589 -5.2668 -0.1082  -0.29
C: -0.1588 -4.8533 -1.3155  -1.22
C: 0.1162 -3.4367 -1.5501  0.27
O: 0.4952 -3.0230 -2.6391  -0.80
N: -0.0730 -2.5893 -0.4715  0.53
C: -0.4794 -3.0656 0.6929  0.67
O: -0.6415 -2.2345 1.6497  -0.43
H: -1.5799 -5.8090 2.1734  0.46
H: -1.8958 -4.1265 2.6468  0.21
H: -0.2934 -4.8395 2.9295  0.18
H: -0.7646 -6.3021 0.1268  0.49
H: -0.0231 -5.5424 -2.1343  0.53
C: -6.6481 -0.7979 1.5038  -1.71
C: -5.2795 -0.8376 0.8744  0.25
C: -5.0636 -1.5234 -0.3092  -0.99
C: -3.7898 -1.5347 -0.8755  0.68
C: -3.5060 -2.2744 -2.1558  -1.83
C: -2.7718 -0.8565 -0.2354  0.00
C: -2.9306 -0.1567 0.9769  0.88
C: -4.2294 -0.1715 1.5066  -1.09
N: -1.7972 0.4617 1.5380  2.38
C: -2.0000 1.2008 2.8177  1.38
C: -3.0792 2.3113 2.6706  -1.89
C: -0.7145 1.9057 3.2610  -1.61
C: -2.3189 0.2148 3.9546  -1.80
H: -7.3790 -1.3251 0.8916  0.41
H: -6.9911 0.2305 1.6314  0.32
H: -6.6379 -1.2619 2.4921  0.31
H: -5.8826 -2.0376 -0.8004  0.33
H: -4.2749 -2.0747 -2.9042  0.52
H: -3.4906 -3.3537 -1.9849  0.35
H: -2.5392 -1.9869 -2.5697  0.14
H: -1.8348 -0.8376 -0.7773  -0.14
H: -4.4644 0.3464 2.4210  0.65
H: -3.6034 2.2606 1.7187  0.34
H: -2.6241 3.3001 2.7425  0.44
H: -3.8277 2.2483 3.4633  0.48
H: -0.2745 2.4910 2.4532  0.04
H: 0.0264 1.1942 3.6158  0.07
H: -0.9608 2.5788 4.0850  0.67
H: -3.2382 -0.3472 3.8109  0.42
H: -2.3909 0.7543 4.9023  0.59
H: -1.4979 -0.4978 4.0340  0.08

As for the charge: 0. Its energy above the lowest of the compared OMol25 structures with the same formula, charge and spin is 26.4 kJ/mol. The gap between HOMO and LUMO comes out at 7.869 eV. The LUMO energy is 0.628 eV. Its total energy is -5251.749997 Eh.

***

[3]
C44H56BCl3F3I4NO5PS as an isolated structure. Source: the OMol25 dataset; level of theory: ωB97M-V/def2-TZVPD.

Last column: Mulliken charge in e.
Positions of all 119 atoms, in Å:
C: -4.6325 -1.7353 -0.2094  -0.21
C: -3.4328 -1.6917 -0.0460  -1.13
C: -2.0045 -1.4208 0.1547  0.80
C: -1.5700 -0.1194 -0.5595  2.23
C: -2.2394 -0.1873 -1.9400  -3.11
O: -2.0880 -1.4360 -2.5700  -0.05
C: -2.4896 -1.3971 -3.9289  -0.26
C: -4.0246 -1.4242 -4.0765  -1.18
B: -2.2833 1.2428 -0.0434  0.58
C: -3.7589 1.3834 0.5255  -0.74
O: -1.6711 2.4715 -0.1922  -0.46
C: 0.0118 0.0535 -0.6477  -0.72
C: 0.5657 0.0469 -2.1184  -1.33
I: 0.2547 2.1664 -2.8610  0.27
C: 2.0034 -0.0785 -2.6963  0.35
C: 3.1431 0.8409 -2.1857  -1.32
I: 2.7412 -2.0845 -3.2000  0.05
C: 0.7725 -0.5502 0.6026  0.94
C: 2.2291 -0.9228 0.2958  -2.11
P: 1.2435 1.0863 1.5527  -0.06
S: 2.8657 1.3656 2.5812  -0.27
C: 0.1325 -1.8128 1.3248  1.56
O: 0.4509 -2.8892 0.5319  -0.18
C: 0.3775 -3.1221 -0.8429  -0.27
C: -0.4271 -4.2837 -1.4013  -0.82
C: 0.1156 -5.6630 -1.0789  -1.41
O: -1.8321 -4.1051 -1.2398  -0.34
C: 0.8403 -2.3458 2.6949  -1.94
I: 2.1963 -4.0548 2.3927  0.29
C: 1.5927 -1.4383 3.7328  -0.69
C: 1.2051 -1.8734 5.1981  -1.46
I: 3.7642 -1.7583 3.8747  0.09
N: -1.4437 -1.7364 1.5287  1.87
C: -1.6546 -0.6811 2.5678  -0.54
C: -1.6235 -0.8717 4.0798  -0.32
O: -1.3710 0.1019 4.7216  -0.49
Cl: -1.9827 -2.3260 5.0502  -0.03
C: -2.0697 -3.0318 1.9358  0.94
Cl: -1.2576 -4.5728 1.8510  -0.17
C: -3.2814 -3.1183 2.4943  -0.10
C: -4.2539 -2.0252 2.8067  -1.67
Cl: -3.9496 -4.6189 3.0110  -0.13
H: -5.6761 -1.8971 -0.1965  0.58
H: -1.6610 -2.2440 -0.4813  -0.78
H: -3.2979 0.0895 -1.8987  0.70
H: -1.8468 0.5725 -2.6203  0.43
H: -2.1163 -2.3178 -4.3656  0.44
H: -2.0188 -0.5749 -4.4751  0.27
H: -4.4070 -0.4973 -4.4882  0.36
H: -4.4739 -1.6336 -3.1091  0.17
H: -4.2975 -2.2544 -4.7182  0.35
H: -4.1352 0.5788 1.1543  0.27
H: -4.4163 1.4020 -0.3508  0.35
H: -3.9286 2.3220 1.0450  0.40
H: -1.9356 2.9173 -1.0058  0.29
H: 0.0422 1.1112 -0.4254  2.01
H: 0.0114 -0.5675 -2.8171  0.22
H: 1.9008 0.2377 -3.7182  -0.22
H: 3.6158 1.3660 -3.0040  0.27
H: 2.8255 1.4821 -1.3713  0.42
H: 3.9012 0.1849 -1.7593  0.48
H: 2.3476 -1.6048 -0.5410  -0.14
H: 2.7361 -1.3620 1.1506  -0.27
H: 2.8260 -0.0592 0.0285  0.71
H: 1.5802 1.8644 0.4218  0.08
H: 0.0901 1.7678 2.0154  0.28
H: 1.3694 -3.3439 -1.2235  0.97
H: 0.0550 -2.2685 -1.4450  0.09
H: -0.2473 -4.1704 -2.4789  0.20
H: -0.3545 -6.4510 -1.6662  0.47
H: 0.0835 -5.9504 -0.0309  0.22
H: 1.1664 -5.6675 -1.3640  0.42
H: -2.2261 -4.9764 -1.3188  0.39
H: 0.1261 -2.8665 3.3252  0.89
H: 1.3475 -0.3841 3.7846  0.29
H: 0.8891 -2.9142 5.2372  0.28
H: 2.0339 -1.7749 5.8829  0.53
H: 0.4512 -1.2039 5.6017  0.27
H: -1.0737 0.2148 2.3798  -0.34
H: -2.6253 -0.2400 2.3496  1.21
H: -4.2306 -1.6663 3.8316  0.40
H: -4.3063 -1.1517 2.1742  0.17
H: -5.2570 -2.4400 2.7267  0.54
F: 2.7478 2.1161 -5.2827  -0.25
C: 2.7810 1.4098 -6.4379  0.37
C: 3.7246 1.7297 -7.3912  -0.58
C: 3.7604 1.0015 -8.5708  -0.40
C: 2.8505 -0.0253 -8.7841  -0.51
C: 1.9057 -0.3288 -7.8150  -0.67
C: 1.8710 0.3897 -6.6288  0.15
H: 4.4200 2.5382 -7.2089  0.43
H: 4.4992 1.2360 -9.3246  0.38
H: 2.8789 -0.5884 -9.7071  0.38
H: 1.1936 -1.1257 -7.9822  0.38
H: 1.1444 0.1626 -5.8580  0.33
F: 3.1570 -1.6942 8.0575  -0.30
C: 3.3363 -0.4090 8.4349  0.42
C: 3.6191 -0.1306 9.7560  -0.50
C: 3.8069 1.1893 10.1387  -0.42
C: 3.7003 2.2086 9.2020  -0.49
C: 3.4107 1.9083 7.8786  -0.59
C: 3.2318 0.5894 7.4882  -0.03
H: 3.6907 -0.9386 10.4720  0.42
H: 4.0364 1.4225 11.1695  0.37
H: 3.8438 3.2371 9.5049  0.38
H: 3.3240 2.7014 7.1481  0.38
H: 3.0135 0.3352 6.4581  0.36
F: -1.5741 8.1427 -4.9915  -0.31
C: -1.2865 7.6573 -3.7725  0.38
C: -1.4944 8.4538 -2.6638  -0.50
C: -1.2008 7.9480 -1.4063  -0.26
C: -0.6961 6.6615 -1.2731  -0.85
C: -0.4897 5.8784 -2.4000  -0.15
C: -0.7906 6.3739 -3.6604  -0.45
H: -1.8810 9.4563 -2.7891  0.42
H: -1.3653 8.5590 -0.5292  0.38
H: -0.4637 6.2707 -0.2909  0.41
H: -0.0929 4.8763 -2.2971  0.36
H: -0.6437 5.7755 -4.5505  0.44

As for the charge: +1. The gap between HOMO and LUMO comes out at 6.902 eV. The LUMO energy is -3.076 eV. Its total energy is -5775.942519 Eh.

***

The largest force on an atom results, record by record, are as follows: 2.19 0.47 2.93 eV/A.
The HOMO results, record by record, are as follows: -10.811 -7.241 -9.978 eV.